Entry 1:
Entry from OMol25: C10H24CrN4O2P2 as an isolated structure (the ωB97M-V functional and the def2-TZVPD basis).

Structure (XYZ):
```
43
Properties=species:S:1:pos:R:3:forces:R:3:mulliken_charge:R:1
Cr 0.1607 0.0629 0.9811 -0.25 -1.01 -0.57 0.06
P -1.9594 -0.8732 1.1488 -1.22 -0.99 -0.80 0.06
P -0.4480 2.2650 0.8738 -0.73 0.82 0.24 0.06
N 0.6601 -1.6908 0.1322 0.69 -0.21 -0.03 0.25
N 1.6810 0.5869 -0.2167 0.83 1.47 -0.55 0.34
H 2.0852 -2.5148 -1.2087 -0.02 0.14 0.26 0.39
H 3.5764 -0.3314 -0.3919 -0.17 0.20 -0.05 0.42
H 2.6772 -2.2346 0.4428 -0.09 -0.01 -0.15 0.36
C 2.0249 -1.8316 -0.3470 -0.03 -0.68 0.56 -0.85
H 2.5929 -0.3897 -1.8519 -0.13 0.22 0.27 0.41
C 2.5457 -0.4585 -0.7525 0.34 0.29 -0.41 -0.87
H 0.0663 -3.6850 -0.2096 -0.10 0.30 -0.38 0.43
H 2.7099 2.1495 -1.1467 -0.38 0.04 0.11 0.42
C -0.2355 -2.6524 0.0033 -1.00 0.93 -0.15 0.00
C 1.8412 1.8704 -0.5327 0.68 -0.98 -0.30 0.00
C -1.5927 -2.2743 0.0613 0.16 -1.61 1.56 -1.19
C 0.9242 2.8318 -0.1075 0.69 0.40 -0.33 -0.72
H -2.3285 -3.0753 0.0585 0.04 0.09 -0.16 0.47
H 1.0896 3.8722 -0.3740 -0.05 -0.16 0.01 0.41
H -1.5896 2.6903 0.1409 0.27 0.16 0.42 0.10
H -0.4121 3.1189 2.0090 -0.22 0.19 -0.43 0.12
H -3.1177 -0.3338 0.5259 0.21 -0.01 0.55 0.04
H -2.4767 -1.3892 2.3821 -0.02 0.11 -0.49 0.12
H 0.2415 0.5768 -2.5567 -0.04 -0.01 -0.09 -0.28
C -0.8231 0.4126 -2.7910 0.02 -0.27 1.08 1.22
C -1.4948 1.7700 -2.9530 -0.12 -0.12 -0.25 -1.30
C -0.9200 -0.4533 -4.0179 -0.09 -0.17 -0.37 -1.55
O -1.4484 -0.1863 -1.6311 0.18 -0.41 0.14 -0.49
H -1.1356 2.2785 -3.8578 -0.06 -0.11 0.22 0.42
H -2.5803 1.6212 -3.0429 0.27 0.12 0.04 0.31
H -1.2916 2.4200 -2.0934 -0.08 -0.14 -0.15 0.12
H -0.2462 -1.3139 -3.9574 -0.20 0.01 0.06 0.36
H -1.9475 -0.7988 -4.1671 0.12 -0.01 0.06 0.33
H -0.6330 0.1194 -4.9029 0.03 -0.03 0.02 0.44
H -1.2782 -1.1589 -1.3227 -0.14 1.63 -1.26 0.37
N 1.2389 -0.7071 5.0002 -0.47 0.26 0.41 -0.45
C 0.5246 -0.1705 3.9903 0.98 -0.47 -1.58 0.80
N -0.5987 0.4983 4.2926 -0.14 0.10 0.74 -0.31
O 0.9328 -0.3170 2.7936 -0.04 0.11 2.60 -0.56
H 0.9326 -0.6144 5.9679 0.37 -0.18 -0.59 0.17
H 2.0757 -1.2233 4.7733 -0.20 0.11 0.08 0.24
H -1.1700 0.9402 3.5870 0.27 -0.25 0.09 0.14
H -0.8537 0.5933 5.2683 -0.16 0.11 -0.43 0.20
```
Positions in Å, forces in eV/Å.

As for the expectation value of S²: 8.80. The charge is +1. The total energy comes out at -67806.35853 eV. The spin multiplicity is 6. For the HOMO energy (alpha / beta), the calculation gives -10.08 / -10.33 eV. The orbital gap (alpha / beta) is 7.69 / 4.99 eV.

---

Entry 2:
Entry from OMol25: a 6-piece molecular cluster, C10H24NO21S5 overall (the ωB97M-V functional and the def2-TZVPD basis).

Structure (XYZ):
```
61
Properties=species:S:1:pos:R:3:forces:R:3:mulliken_charge:R:1
N 3.1409 0.4251 -0.0877 -0.25 -0.52 0.48 0.04
O 4.2610 -0.0640 0.6018 -0.02 -0.11 -0.14 -0.33
H 3.3813 0.5422 -1.0714 0.21 0.04 -0.07 0.38
H 2.8196 1.3129 0.3208 -0.23 0.57 0.06 0.42
H 2.3575 -0.2302 -0.0082 -0.18 -0.03 -0.12 0.22
H 3.9241 -0.7335 1.2237 0.05 0.22 -0.01 0.37
C -1.5506 1.2072 0.9625 -1.01 0.20 0.09 -0.23
C -1.4662 1.9407 -0.3494 0.24 -0.32 -0.24 -0.26
O -0.7534 3.1603 -0.0284 0.25 0.01 0.32 -0.33
S 0.2809 2.8745 1.1372 -1.55 -0.29 -0.08 1.25
O 1.5731 2.6339 0.5675 0.74 -0.05 0.01 -0.85
O 0.0920 3.8391 2.1510 0.60 0.22 -0.01 -0.52
O -0.2847 1.4700 1.6054 0.49 -0.02 -0.25 -0.22
H -2.3401 1.6075 1.5991 0.03 0.05 -0.01 0.31
H -1.6936 0.1434 0.8238 0.18 0.13 0.15 0.33
H -2.4387 2.1623 -0.7679 0.01 0.27 0.02 0.29
H -0.8732 1.3858 -1.0803 -0.05 0.00 -0.03 0.21
C 3.0315 5.9121 3.7809 -0.34 0.01 0.27 -0.30
C 2.3691 6.3818 2.5049 0.21 -0.21 -0.36 -0.15
O 2.4117 7.8096 2.5844 -0.01 -0.03 0.36 -0.33
S 3.7388 8.2679 3.3626 -0.15 -0.34 -0.09 1.09
O 4.7378 8.6002 2.4172 0.22 0.11 -0.04 -0.53
O 3.3646 9.1512 4.3991 -0.04 0.24 0.08 -0.51
O 4.1051 6.8349 3.9894 0.01 0.01 -0.28 -0.33
H 2.3487 5.9752 4.6301 -0.02 -0.02 -0.01 0.33
H 3.4190 4.9002 3.7034 0.21 0.06 0.01 0.27
H 1.3445 6.0363 2.4161 -0.10 0.22 0.03 0.19
H 2.9377 6.0729 1.6235 -0.01 -0.05 0.02 0.29
C -4.8237 2.2308 -4.5057 0.27 0.33 0.03 -0.32
C -3.8458 1.2508 -5.1162 -0.28 -0.18 -0.32 -0.33
O -3.3495 0.5022 -3.9913 -0.01 0.31 0.25 -0.30
S -4.5098 0.3548 -2.8971 -0.11 0.28 -0.54 1.07
O -5.1384 -0.9010 -3.0437 -0.11 -0.23 0.20 -0.55
O -3.9879 0.7758 -1.6444 0.17 -0.10 0.21 -0.47
O -5.4806 1.4826 -3.4710 0.11 -0.27 -0.06 -0.31
H -4.3097 3.0772 -4.0468 0.00 0.01 -0.02 0.27
H -5.5541 2.5947 -5.2213 -0.18 -0.11 0.10 0.32
H -3.0257 1.7416 -5.6304 0.17 -0.07 0.16 0.31
H -4.3426 0.5587 -5.7975 -0.01 0.02 -0.01 0.29
C 2.2298 -3.1611 2.1694 -0.11 -0.34 0.39 -0.33
C 1.4524 -4.0458 1.2188 0.41 0.44 -0.13 -0.30
O 0.0792 -3.7140 1.4818 0.01 0.32 0.32 -0.28
S -0.0543 -2.1834 1.8912 0.12 -0.76 -0.05 1.15
O -0.4289 -1.4168 0.7499 0.41 -0.06 -0.15 -0.58
O -0.7822 -2.0954 3.0938 -0.21 0.20 0.13 -0.60
O 1.5093 -1.9055 2.1719 0.14 0.10 -0.49 -0.33
H 2.2304 -3.5572 3.1847 0.01 0.02 0.01 0.29
H 3.2557 -3.0061 1.8437 -0.01 0.16 -0.03 0.34
H 1.6243 -5.0965 1.3897 -0.20 -0.11 0.07 0.40
H 1.6703 -3.8079 0.1782 0.02 -0.10 -0.03 0.22
C -1.3141 -7.2977 -2.5579 -0.21 -0.38 -0.06 -0.31
C -1.8352 -6.9999 -1.1689 -0.09 0.43 -0.07 -0.26
O -0.8101 -7.4999 -0.2945 0.11 -0.15 -0.19 -0.30
S 0.6170 -7.3298 -0.9867 -0.50 0.00 -0.24 1.03
O 1.2271 -6.1370 -0.4973 0.11 -0.19 -0.24 -0.48
O 1.2953 -8.5651 -0.9418 0.27 -0.13 0.18 -0.53
O 0.0999 -7.0454 -2.4700 -0.04 0.25 0.27 -0.33
H -1.4609 -8.3441 -2.8276 0.00 0.00 0.01 0.29
H -1.7593 -6.6609 -3.3158 0.20 0.11 -0.05 0.31
H -2.7789 -7.4921 -0.9576 0.10 -0.16 0.16 0.33
H -1.9377 -5.9260 -1.0009 -0.03 0.00 -0.01 0.22
```
Positions in Å, forces in eV/Å.

The charge is +1. The total energy comes out at -109410.21067 eV. For the HOMO energy, the calculation gives -12.60 eV. The orbital gap is 9.10 eV.

---

Entry 3:
Entry from OMol25: C10H25BBr3O2P as an isolated structure (the ωB97M-V functional and the def2-TZVPD basis).

Structure (XYZ):
```
42
Properties=species:S:1:pos:R:3:forces:R:3:mulliken_charge:R:1
C -3.4010 -0.1049 -3.0629 0.00 0.02 0.02 -1.35
C -2.7310 -1.2131 -2.2572 -0.16 0.02 0.00 -0.38
C -2.5390 -0.8266 -0.7901 0.12 -0.21 -0.04 -0.14
C -1.4893 -1.6739 -0.0494 0.09 0.24 -0.13 -0.80
C -0.4269 -0.8200 0.6442 -0.08 -0.23 0.08 -0.30
C 0.5562 -1.6686 1.4787 0.07 0.01 -0.08 -0.73
C 2.0516 -1.3682 1.2984 -0.03 0.00 0.08 -1.13
P 2.5416 0.4600 1.1008 -0.13 0.09 0.15 0.25
B 3.1500 2.3793 1.0052 -0.07 0.00 -0.19 0.80
O 2.5218 3.2714 1.8338 0.09 -0.44 0.45 -0.47
O 4.2272 2.8339 0.2922 -0.08 0.07 -0.01 -0.72
C 4.7389 2.1104 -0.8232 0.17 -0.07 0.04 -0.23
C 3.8529 2.2615 -2.0445 0.08 -0.04 -0.08 -0.95
H -4.2738 0.2835 -2.5329 -0.03 -0.03 -0.02 0.30
H -2.7174 0.7321 -3.2181 0.00 0.01 0.02 0.34
H -3.7315 -0.4547 -4.0414 0.02 0.01 -0.02 0.39
H -3.3469 -2.1151 -2.3195 0.10 -0.07 0.04 0.33
H -1.7630 -1.4647 -2.6998 0.00 0.03 -0.03 0.36
H -3.5023 -0.9183 -0.2822 -0.02 0.22 0.02 -0.19
H -2.2435 0.2269 -0.7476 -0.04 0.01 0.05 0.37
H -0.9741 -2.3129 -0.7738 -0.05 -0.16 0.09 0.37
H -1.9627 -2.3212 0.6909 0.01 -0.08 -0.05 0.23
H 0.0970 -0.2525 -0.1278 -0.03 0.06 0.01 0.26
H -0.9343 -0.0974 1.2886 0.08 0.11 -0.05 0.27
H 0.3107 -1.5705 2.5386 -0.08 0.03 -0.02 0.35
H 0.3811 -2.7199 1.2319 0.03 -0.03 0.08 0.47
H 2.4740 -1.9139 0.4460 -0.02 0.08 -0.08 0.37
H 2.5967 -1.7081 2.1865 0.01 -0.06 -0.02 0.48
H 3.8785 0.1084 1.5367 0.02 -0.02 -0.14 -0.01
H 2.1717 0.4109 -0.2956 0.10 -0.02 -0.01 -0.14
H 1.6142 0.8270 2.1420 -0.03 0.00 -0.01 -0.09
H 3.0797 4.0075 2.0984 0.00 0.34 -0.25 0.30
H 4.8795 1.0567 -0.5627 -0.04 0.00 -0.01 0.26
H 5.7280 2.5198 -1.0284 -0.01 0.05 0.05 0.32
H 3.5054 3.2914 -2.1224 -0.01 0.00 -0.01 0.28
H 2.9922 1.5925 -2.0114 -0.06 0.08 0.07 0.21
H 4.4188 2.0277 -2.9476 -0.01 -0.04 0.00 0.38
C -5.2228 -0.9686 2.6876 0.00 -0.01 0.00 -0.34
Br -6.3404 -1.2521 1.1487 -0.01 0.00 -0.01 -0.03
Br -4.0108 -2.4367 2.9571 0.00 -0.01 0.01 0.01
Br -4.2874 0.7054 2.5807 0.03 0.03 -0.01 -0.01
H -5.8696 -0.9241 3.5516 0.00 0.00 -0.01 0.34
```
Positions in Å, forces in eV/Å.

The charge is 0. The total energy comes out at -234962.19503 eV. For the HOMO energy, the calculation gives -7.29 eV. The orbital gap is 7.29 eV.

---

Entry 4:
Entry from OMol25: C10H25ClGaO21P2S6 as an isolated structure (the ωB97M-V functional and the def2-TZVPD basis).

Structure (XYZ):
```
66
Properties=species:S:1:pos:R:3:forces:R:3:mulliken_charge:R:1
O 3.6074 3.9526 -3.2012 -0.13 0.46 0.59 -0.51
P 2.2919 3.0036 -2.9256 -0.70 -1.05 -0.81 0.00
Cl 2.4720 2.2580 -0.9041 0.18 0.26 0.23 -0.30
Ga 0.4397 4.4981 -2.6883 0.50 0.75 0.39 0.46
P -1.4039 2.9980 -2.4410 0.88 -0.47 -0.11 0.01
S -0.9793 1.1040 -2.9219 -0.20 -0.06 -0.06 -0.52
H 4.2886 3.3563 -3.5188 0.31 -0.17 -0.18 0.44
H 0.6401 5.3638 -1.3613 -0.21 -0.11 0.06 -0.26
H 0.2681 5.4519 -3.9432 -0.06 -0.22 -0.16 -0.27
H -2.5436 3.4807 -3.1154 -0.21 0.05 0.28 0.01
H -1.7614 3.0430 -1.0801 -0.45 0.23 -0.02 0.00
C -3.7310 -1.3134 0.1697 -0.10 -0.22 0.25 -0.31
C -4.6810 -1.9152 -0.8445 0.24 -0.07 -0.33 -0.36
O -5.7175 -0.9250 -0.9850 0.01 -0.12 0.40 -0.34
S -5.0794 0.5289 -0.8061 0.24 -0.20 -0.14 1.19
O -4.8235 1.0752 -2.0859 -0.17 0.37 -0.03 -0.51
O -5.8457 1.2405 0.1595 -0.22 0.12 -0.11 -0.61
O -3.7088 0.0779 -0.1602 0.08 0.02 -0.03 -0.24
H -4.1076 -1.4234 1.1890 -0.01 -0.02 -0.01 0.25
H -2.7264 -1.7204 0.1034 0.09 0.19 -0.11 0.33
H -5.1129 -2.8563 -0.5176 -0.20 0.09 0.04 0.30
H -4.1976 -2.0468 -1.8135 0.04 0.01 0.01 0.31
C -6.4888 3.9603 -1.8094 0.21 -0.12 0.34 -0.11
C -7.6045 4.3826 -0.8813 -0.34 -0.11 -0.20 -0.26
O -7.3127 5.7561 -0.5816 0.17 -0.10 0.11 -0.33
S -6.6314 6.4492 -1.8490 -0.03 -0.12 0.01 1.10
O -7.6200 7.1502 -2.5895 -0.01 0.10 -0.10 -0.55
O -5.4523 7.1012 -1.4150 0.04 0.16 0.05 -0.53
O -6.2686 5.1179 -2.6378 -0.21 -0.06 -0.03 -0.32
H -5.5758 3.7422 -1.2569 0.03 -0.02 -0.05 0.18
H -6.7572 3.1049 -2.4204 0.09 0.11 -0.22 0.25
H -7.6314 3.7971 0.0325 0.11 0.15 0.12 0.27
H -8.5781 4.3398 -1.3747 0.01 -0.03 -0.01 0.30
C 3.7807 -1.6619 -2.6806 -0.07 -0.47 0.15 -0.23
C 4.6919 -0.9142 -1.7387 -0.37 0.39 0.24 0.05
O 5.7582 -0.4433 -2.5919 0.10 -0.52 -0.09 -0.38
S 5.1553 -0.0988 -4.0286 -0.40 -0.03 0.61 0.98
O 4.8619 1.2853 -4.0445 0.28 0.45 -0.55 -0.47
O 5.9515 -0.7154 -5.0283 0.20 0.14 -0.08 -0.58
O 3.7830 -0.8779 -3.8795 0.10 0.02 -0.04 -0.29
H 4.1755 -2.6552 -2.9081 0.01 0.01 -0.05 0.28
H 2.7675 -1.7506 -2.3032 -0.08 0.18 -0.09 0.25
H 5.0888 -1.5465 -0.9501 0.26 0.01 -0.10 0.29
H 4.1871 -0.0496 -1.3018 -0.02 0.00 -0.02 0.05
C 2.5765 -0.2567 2.3832 -0.29 0.37 -0.20 -0.17
C 1.5142 -1.0257 3.1430 0.24 -0.06 0.29 -0.22
O 0.9691 -1.9250 2.1638 -0.08 0.16 -0.01 -0.27
S 2.1050 -2.3663 1.1409 0.00 0.42 0.05 1.12
O 2.6299 -3.6246 1.5185 0.13 -0.13 -0.89 -0.49
O 1.6313 -2.1137 -0.1709 -0.09 -0.31 -0.21 -0.50
O 3.1715 -1.2435 1.5230 0.12 -0.16 0.28 -0.30
H 2.1465 0.5284 1.7584 -0.01 0.00 -0.01 0.16
H 3.3351 0.1702 3.0322 0.15 -0.14 -0.05 0.33
H 0.7279 -0.3856 3.5314 -0.15 -0.05 -0.18 0.37
H 1.9426 -1.6182 3.9511 0.01 0.00 0.00 0.10
C 5.2636 -5.5413 5.1726 0.13 0.29 0.11 -0.30
C 4.3451 -5.8461 6.3376 0.00 -0.35 0.00 -0.34
O 3.1174 -5.1972 5.9892 0.15 0.19 0.02 -0.33
S 2.9128 -5.2342 4.3981 0.09 -0.04 0.01 1.01
O 2.0708 -6.3206 4.0589 -0.09 -0.08 -0.09 -0.58
O 2.6398 -3.9227 3.9500 -0.14 0.05 0.83 -0.39
O 4.4144 -5.6273 4.0244 0.00 -0.21 0.04 -0.32
H 5.6674 -4.5289 5.2317 0.00 0.00 0.03 0.27
H 6.0786 -6.2531 5.0797 -0.07 -0.08 -0.16 0.30
H 4.7133 -5.4556 7.2817 -0.14 0.15 0.01 0.30
H 4.1581 -6.9177 6.4322 0.04 -0.01 -0.01 0.29
```
Positions in Å, forces in eV/Å.

The value obtained for the relative energy (zero: lowest compared OMol25 entry of this formula, charge and spin) is 0.000 eV. The charge is -1. The total energy comes out at -202258.51025 eV. For the HOMO energy, the calculation gives -3.94 eV. The orbital gap is 5.30 eV.

---

Entry 5:
Entry from OMol25: a 2-piece molecular cluster, C10H25N2P overall (the ωB97M-V functional and the def2-TZVPD basis).

Structure (XYZ):
```
38
Properties=species:S:1:pos:R:3:forces:R:3:mulliken_charge:R:1
C -4.5001 0.0057 0.0143 -0.09 0.03 1.26 -1.40
C -2.4573 -0.9453 1.3374 1.18 0.11 -0.90 -0.93
C 0.1762 2.3699 1.0763 0.51 0.07 -2.14 -0.87
C 2.4088 2.1704 -0.1806 3.05 1.07 1.46 -1.54
C 2.1707 -0.4089 -1.7837 -1.48 2.61 -1.07 -1.44
C 2.9256 -1.2876 0.4657 0.68 2.58 -2.12 -1.56
C 0.8451 -2.1408 -0.4097 -3.43 2.30 1.52 -1.39
C -3.0058 -0.4148 -0.0033 -1.34 -0.60 -0.37 0.39
C 1.3994 1.4838 0.6464 -1.95 -1.99 1.23 0.62
C 1.6799 -0.8405 -0.4517 0.06 -0.71 2.06 1.00
N -2.4071 0.7469 -0.5947 2.92 -1.16 -3.12 -0.30
N 0.8834 0.1826 0.1991 -1.72 0.32 -0.33 -0.06
P -0.9620 0.8530 -1.6605 -1.02 0.45 2.66 0.04
H -4.7381 0.2274 -1.0199 -0.47 -0.33 -0.10 0.37
H -5.1856 -0.7423 0.5067 0.61 0.75 -0.67 0.36
H -4.5878 0.9911 0.5182 -0.12 -0.59 0.10 0.31
H -3.3404 -1.3763 1.7445 -0.29 -1.19 0.76 0.47
H -2.1389 -0.1971 2.0739 0.01 0.21 -0.47 0.16
H -1.5752 -1.6500 1.1690 -1.44 0.81 0.39 0.02
H -0.4622 2.0876 1.9286 0.82 -0.18 -0.19 0.20
H 0.6292 3.3595 1.1599 -0.58 0.23 0.43 0.44
H -0.4677 2.3691 0.1686 0.24 0.49 0.70 -0.05
H 2.8451 3.0131 0.4350 -0.53 -0.59 -0.50 0.44
H 1.9923 2.6490 -1.0297 -0.21 0.06 -1.27 0.26
H 3.3553 1.5436 -0.3672 -1.72 0.96 -0.03 0.39
H 2.4114 -1.3049 -2.2451 1.30 -1.30 -1.57 0.54
H 1.4168 0.1934 -2.4973 1.26 -1.56 1.82 0.11
H 2.9424 0.3258 -1.5749 0.52 -0.59 -0.88 0.34
H 3.5961 -0.3998 0.6352 -0.69 -0.80 0.41 0.31
H 3.4974 -1.8710 -0.2216 0.61 -0.72 -0.46 0.51
H 2.7726 -1.9021 1.3190 -0.67 -0.01 0.85 0.35
H -0.2055 -1.9448 -0.8275 1.57 -0.65 -0.33 0.16
H 1.2134 -3.1385 -0.5304 0.62 -0.21 -0.68 0.43
H 0.5384 -2.0274 0.6521 0.21 -0.81 -0.25 0.40
H -3.0437 -1.2581 -0.7128 0.70 0.26 0.06 0.34
H 1.8022 1.2455 1.6187 0.89 -0.30 0.50 0.18
H -2.3444 1.4237 0.0911 0.12 1.97 1.47 0.34
H -1.1441 -0.3658 -2.2692 -0.13 -0.97 -0.24 0.05
```
Positions in Å, forces in eV/Å.

The value obtained for the relative energy (zero: lowest compared OMol25 entry of this formula, charge and spin) is 1.996 eV. The charge is 0. The total energy comes out at -23039.77838 eV. For the HOMO energy (alpha / beta), the calculation gives -8.12 / -6.99 eV. The orbital gap (alpha / beta) is 8.22 / 7.21 eV.

---

Respective strongest force on any atom values: 2.602 1.576 0.636 1.496 4.430 eV Å⁻¹.